# 1
This record from the OMol25 dataset describes a molecular structure, C32H48BMnN6S3Si. The level of theory is ωB97M-V/def2-TZVPD.

XYZ file:
```
92
Properties=species:S:1:pos:R:3:mulliken_charge:R:1
Mn -0.7581 0.1429 -3.1779 -0.6985
C -5.3195 -1.3234 -0.7428 -1.9002
C -4.1382 -0.6044 -0.1654 0.4912
C -4.1407 -0.0815 1.1158 -0.3743
C -3.0360 0.6249 1.6112 -0.5189
N -1.9330 0.7434 0.8734 -0.1543
N -1.9194 0.2453 -0.3417 0.4779
B -0.5409 0.4547 -1.0426 0.6499
N 0.5000 -0.5885 -0.6837 1.3908
N 0.3395 -1.2709 0.4563 -0.8212
C 1.3649 -1.9652 0.8896 0.0941
C 2.6086 -1.9219 0.2010 -0.6682
C 2.7620 -1.2423 -0.9764 -0.4065
C 4.0644 -1.1257 -1.7014 -1.6459
C 1.5919 -0.6081 -1.4521 1.0881
S 1.4916 0.2137 -2.9922 -0.3974
C 1.2097 -2.7805 2.1573 1.8823
C 1.4880 -4.2538 1.8177 -1.7435
C -0.1982 -2.6430 2.7289 -1.8966
C 2.2319 -2.2757 3.1893 -1.4891
N -0.0060 1.8751 -0.8348 0.8703
N 0.7960 2.0448 0.2073 -0.1419
C 1.2631 3.2552 0.4375 -0.5239
C 0.8780 4.3367 -0.3893 -0.3749
C 0.0782 4.1512 -1.4908 0.2887
C -0.3091 5.2455 -2.4317 -1.9111
C -0.3317 2.8229 -1.7137 0.6489
S -1.2214 2.3223 -3.1273 -0.2212
C 2.2356 3.3784 1.5999 2.3133
C 1.5410 2.8844 2.8767 -1.2876
C 2.7042 4.8202 1.7937 -2.2692
C 3.4462 2.4822 1.2916 -1.5100
C -2.9612 -0.3867 -0.8842 0.6136
S -2.9386 -0.7460 -2.6361 -0.1673
C -3.0072 1.3309 2.9539 2.2663
C -2.7989 2.8292 2.6706 -1.4588
C -1.8313 0.7873 3.7767 -1.2781
C -4.3120 1.1287 3.7233 -2.2381
H -6.0819 -1.4669 0.0188 0.4177
H -5.0365 -2.3026 -1.1317 0.4107
H -5.7667 -0.7517 -1.5588 0.4332
H -5.0196 -0.1999 1.7343 0.6706
H 3.4563 -2.4441 0.6256 0.5976
H 4.8438 -1.6793 -1.1836 0.5058
H 4.3699 -0.0786 -1.7619 0.3860
H 3.9937 -1.5013 -2.7216 0.2886
H 0.7713 -4.6349 1.0875 0.3791
H 1.3944 -4.8536 2.7228 0.4676
H 2.4967 -4.4077 1.4303 0.3671
H -0.9564 -2.9844 2.0210 0.2841
H -0.4129 -1.6096 2.9962 0.2462
H -0.2766 -3.2532 3.6280 0.5509
H 3.2626 -2.4213 2.8630 0.3892
H 2.1072 -2.8337 4.1169 0.4823
H 2.0829 -1.2167 3.4107 0.2132
H 1.2492 5.3279 -0.1679 0.6810
H 0.0481 6.2084 -2.0752 0.3960
H -1.3934 5.2987 -2.5441 0.4300
H 0.1163 5.0652 -3.4216 0.4338
H 0.6635 3.4903 3.1124 0.3401
H 2.2327 2.9598 3.7156 0.5119
H 1.2334 1.8420 2.7763 -0.0678
H 1.8789 5.4921 2.0393 0.4818
H 3.2290 5.2058 0.9172 0.4880
H 3.4051 4.8549 2.6266 0.4070
H 3.1420 1.4396 1.1776 0.1531
H 4.1585 2.5422 2.1142 0.4626
H 3.9583 2.8038 0.3821 0.3985
H -1.8638 2.9996 2.1340 0.1398
H -2.7521 3.3663 3.6178 0.4564
H -3.6251 3.2466 2.0908 0.3698
H -0.8836 0.9338 3.2569 -0.0236
H -1.9599 -0.2741 3.9935 0.3771
H -1.7891 1.3183 4.7274 0.5728
H -5.1738 1.5435 3.1959 0.4843
H -4.2423 1.6498 4.6770 0.3841
H -4.4996 0.0761 3.9462 0.4977
C 0.6554 -2.3909 -6.0847 -0.9391
Si 0.4087 -3.5071 -4.6335 -0.1668
C 1.9103 -3.7078 -3.5702 -0.2764
C -0.5110 -5.0696 -4.9788 -0.9757
C -0.8228 -2.5051 -3.4907 1.1094
C -1.6922 -1.8637 -2.9008 -0.7993
H 1.3351 -2.8818 -6.7863 0.3935
H 1.1106 -1.4362 -5.8120 0.2813
H -0.2771 -2.2019 -6.6192 0.3596
H 2.6588 -4.2955 -4.1080 0.4935
H 1.6839 -4.2335 -2.6411 0.3211
H 2.3496 -2.7366 -3.3533 -0.3182
H 0.1276 -5.7256 -5.5770 0.3650
H -1.4198 -4.8893 -5.5550 0.3555
H -0.7709 -5.6089 -4.0667 0.3538
```

The frontier orbital gap (spin up / spin down) comes out at 6.4 / 7.7 eV. Its expectation value of S² is 4.02. Its LUMO energy (spin up / spin down) is -10.99 / -9.68 eV. As for the spin multiplicity: 4. As for the total charge: +3.

***

# 2
This record from the OMol25 dataset describes a molecular structure, C32H48ClN2O6PSn. The level of theory is ωB97M-V/def2-TZVPD.

XYZ file:
```
91
Properties=species:S:1:pos:R:3:mulliken_charge:R:1
Sn 0.0000 0.0000 0.0000 1.2981
P -1.0767 -0.2512 -1.9204 -1.4578
Cl -0.3322 -2.0065 1.0590 -0.1211
C 2.8754 -0.5499 1.6050 -1.6401
H 2.6245 -1.5707 1.3307 0.1571
H 3.8897 -0.2192 1.3885 0.2953
C -2.8968 -0.6361 -1.7106 0.5023
C -0.2556 -1.5159 -3.0087 -0.0013
C -3.2021 -2.0663 -1.2336 -0.4425
H -3.1813 0.0457 -0.8923 0.6398
C -4.6879 -2.2090 -0.8764 -0.7596
H -2.9344 -2.7790 -2.0226 0.2009
H -2.5818 -2.3192 -0.3720 -0.0432
C -5.5997 -1.8302 -2.0487 -0.7885
H -4.8881 -3.2370 -0.5522 0.4499
H -4.9116 -1.5567 -0.0192 0.3401
C -5.2688 -0.4247 -2.5621 -1.0795
H -5.4567 -2.5524 -2.8651 0.3143
H -6.6534 -1.8904 -1.7514 0.4189
C -3.7820 -0.3056 -2.9279 -0.3022
H -5.8832 -0.1795 -3.4370 0.4267
H -5.5084 0.3168 -1.7862 0.3572
H -3.5561 -1.0226 -3.7268 0.1817
H -3.5714 0.6917 -3.3196 -0.0535
C -1.0569 1.3669 -2.8668 -0.5563
C -1.0442 -2.0502 -4.2234 -0.7952
H 0.5898 -0.9277 -3.4005 0.6569
C -0.0969 -2.8376 -5.1415 -0.9634
H -1.8374 -2.7203 -3.8795 0.2823
H -1.5252 -1.2416 -4.7791 0.3837
C 0.5480 -4.0086 -4.3888 -0.7381
H -0.6491 -3.2036 -6.0156 0.3848
H 0.6859 -2.1630 -5.5161 0.3821
C 1.2600 -3.5284 -3.1180 -0.8789
H -0.2361 -4.7284 -4.1122 0.3226
H 1.2502 -4.5402 -5.0418 0.4268
C 0.3291 -2.7018 -2.2195 -0.1788
H 1.6535 -4.3826 -2.5549 0.3850
H 2.1227 -2.9066 -3.3959 0.3668
H -0.4957 -3.3347 -1.8643 0.1916
H 0.8646 -2.3531 -1.3330 -0.0173
C -1.9813 2.5124 -2.4128 0.0845
H -0.0260 1.6968 -2.6743 1.0284
C -1.5906 3.8082 -3.1436 -0.9881
H -3.0261 2.2669 -2.6428 0.1665
H -1.9154 2.6721 -1.3318 -0.0379
C -1.6525 3.6407 -4.6666 -0.7170
H -2.2468 4.6253 -2.8198 0.4341
H -0.5671 4.0822 -2.8510 0.3601
C -0.7940 2.4568 -5.1265 -1.1050
H -2.6971 3.4715 -4.9667 0.3303
H -1.3256 4.5638 -5.1599 0.3956
C -1.1830 1.1677 -4.3907 -0.3950
H -0.8985 2.3080 -6.2078 0.4038
H 0.2643 2.6729 -4.9341 0.3867
H -2.2188 0.9112 -4.6427 0.1004
H -0.5448 0.3452 -4.7198 0.2272
C -1.2769 1.1194 0.6490 -0.1206
C 1.9850 0.2636 2.1753 1.7587
H -2.1863 1.4218 0.1084 0.3980
C 2.2505 1.6819 2.5789 -0.7009
H 0.9754 -0.0990 2.3711 -0.5811
C 1.0346 2.3561 3.2382 -0.5685
H 3.1102 1.7229 3.2611 0.4265
H 2.5090 2.2556 1.6774 0.2328
C -0.0735 2.7320 2.2444 -0.7836
H 0.6250 1.6884 4.0075 0.0441
H 1.3728 3.2632 3.7542 0.4544
C -1.1630 1.6535 2.0472 -0.2775
H -0.5743 3.6433 2.5933 0.4526
H 0.3725 2.9734 1.2695 0.2554
H -1.0088 0.8356 2.7638 -0.5699
H -2.1410 2.0987 2.2965 0.6326
O -2.3944 -1.5828 3.7390 -0.6003
C -1.2098 -1.2783 3.2616 -0.1812
O -1.1134 -0.9933 1.8255 -0.4456
C -0.0598 -1.2903 4.2388 0.8954
C 1.1467 -1.9675 3.9558 0.3898
C 2.2288 -1.9655 4.8557 -0.8055
C 2.0906 -1.2810 6.0714 -0.3515
C 0.8911 -0.6254 6.4047 -0.6464
C -0.1833 -0.6514 5.4847 -0.2621
N 0.7730 0.0624 7.6530 1.0389
O 1.6904 0.0928 8.4180 -0.6225
O -0.2389 0.6300 7.9378 -0.6213
N 3.4503 -2.6408 4.5352 1.0817
O 3.5665 -3.2262 3.5006 -0.6160
O 4.3720 -2.6208 5.2951 -0.6407
H 1.2583 -2.5050 3.0306 0.9200
H 2.9212 -1.2636 6.7668 0.6308
H -1.1076 -0.1420 5.7240 0.5617
```

The frontier orbital gap (spin up / spin down) comes out at 4.5 / 4.5 eV. Its LUMO energy (spin up / spin down) is -1.30 / -1.30 eV. As for the total charge: 0.

***

# 3
This record from the OMol25 dataset describes 3 unconnected molecules or ions with the total composition C32H48N2O7. The level of theory is ωB97M-V/def2-TZVPD.

XYZ file:
```
89
Properties=species:S:1:pos:R:3:mulliken_charge:R:1
H -1.8911 3.2142 0.9460 0.2500
N -1.7933 2.2686 1.3101 -0.5361
C -2.1075 1.4113 0.4357 -0.3911
C -2.1236 -0.0480 0.7423 -0.9185
C -1.6072 -0.9444 -0.3541 0.4751
C -2.4157 -2.0013 -0.7786 -0.4057
C -2.0598 -2.8804 -1.7926 0.8215
C -2.9466 -4.0266 -2.2362 -0.7289
C -4.3975 -4.0845 -1.7400 -0.9017
C -5.4085 -3.5077 -2.7382 -0.9772
C -5.4357 -1.9783 -2.8459 -0.4520
C -6.3920 -1.3063 -1.8828 -0.7338
O -5.9342 -1.4139 -0.5440 -0.1739
C -6.4463 -0.4254 0.3269 -0.8922
C -0.8162 -2.6982 -2.4282 -0.6647
N -0.4385 -3.5858 -3.4737 -0.2855
C 0.3371 -4.7700 -3.0440 -0.3211
C -0.3792 -6.1064 -3.3039 -1.2537
C -0.0070 -1.6236 -2.0417 0.3262
C -0.3959 -0.7615 -1.0021 0.1344
C 0.5442 0.3218 -0.6223 0.0971
O 0.7473 0.6589 0.5202 -0.4753
C 1.2553 0.9503 -1.7605 0.8291
C 1.5605 2.3049 -1.7726 -0.8436
C 2.2279 2.8350 -2.8666 -0.5710
C 2.6073 2.0123 -3.9239 -0.5787
C 2.3234 0.6534 -3.9009 -0.6835
C 1.6302 0.1245 -2.8179 0.6067
C 1.2782 -1.3195 -2.7414 -0.0741
O 1.9975 -2.1659 -3.2234 -0.6180
H -2.4287 1.7114 -0.5660 0.4835
H -3.1702 -0.3196 0.8827 0.3811
H -1.6262 -0.2112 1.6954 0.1968
H -3.3770 -2.1015 -0.3026 0.0792
H -2.4291 -4.9475 -1.9812 0.3758
H -2.9562 -3.9951 -3.3264 0.4526
H -4.5365 -3.6125 -0.7738 0.4305
H -4.6523 -5.1338 -1.5903 0.3091
H -6.4014 -3.8373 -2.4256 0.4373
H -5.2250 -3.9578 -3.7126 0.4786
H -4.4409 -1.5530 -2.7245 0.1932
H -5.7762 -1.7064 -3.8466 0.3412
H -6.4960 -0.2508 -2.1486 0.5129
H -7.3786 -1.7717 -1.9667 0.3229
H -5.7546 0.4155 0.4073 0.2573
H -6.5729 -0.8640 1.3128 0.2635
H -7.4062 -0.0441 -0.0202 0.4160
H 0.1187 -3.0642 -4.1337 0.4162
H 1.2889 -4.7623 -3.5653 0.4785
H 0.5741 -4.6701 -1.9858 0.2760
H -0.4104 -6.7103 -2.3995 0.3206
H -1.3898 -5.9355 -3.6543 0.3012
H 0.1580 -6.6915 -4.0461 0.3543
H 1.2676 2.9098 -0.9273 0.4746
H 2.4687 3.8866 -2.9042 0.4415
H 3.1346 2.4277 -4.7695 0.4131
H 2.6262 -0.0080 -4.6984 0.5190
C 7.0332 4.0282 0.5574 -0.6711
O 6.4000 4.1825 1.8124 -0.3752
C 5.3795 5.1662 1.8211 -0.5933
C 3.9989 4.5601 1.7037 -0.3148
O 3.8038 3.9204 0.4523 -0.3073
C 3.9546 2.5114 0.5095 -0.3780
H 7.6284 3.1178 0.6037 0.2418
H 6.3056 3.9361 -0.2527 0.2653
H 7.6982 4.8738 0.3484 0.3274
H 5.5386 5.8876 1.0127 0.3191
H 5.4486 5.7033 2.7720 0.3973
H 3.2560 5.3596 1.7845 0.3886
H 3.8262 3.8563 2.5237 0.1708
H 3.0934 2.0517 1.0038 -0.1884
H 4.8694 2.2197 1.0310 0.4643
H 4.0016 2.1468 -0.5146 0.2855
C 3.0596 0.1221 5.9683 -0.6508
O 1.7367 0.2257 6.4591 -0.3794
C 1.3569 1.5480 6.8000 -0.5102
C 0.5411 2.2098 5.7111 -0.5226
O 1.2892 2.4031 4.5269 -0.3038
C 1.0349 1.4267 3.5235 -0.2656
H 3.1691 -0.8716 5.5372 0.2494
H 3.2621 0.8681 5.1963 0.2240
H 3.7873 0.2370 6.7796 0.3333
H 2.2420 2.1547 7.0183 0.3087
H 0.7533 1.4906 7.7114 0.3908
H 0.2215 3.1954 6.0658 0.3706
H -0.3566 1.6178 5.5054 0.3107
H 0.0584 1.5907 3.0592 0.3446
H 1.0846 0.4141 3.9318 0.3483
H 1.8021 1.5365 2.7626 -0.2665
```

The frontier orbital gap comes out at 8.1 eV. Its LUMO energy is -0.62 eV. The SMILES is [H]/N=C/Cc1cc(CCCCCOC)c(NCC)c2c1C(=O)c1ccccc1C2=O.COCCOC.COCCOC. As for the total charge: 0.

***

The records above yield F_max values of 0.011; 0.209; 0.009 Eh/bohr, respectively.